136
Properties=species:S:1:pos:R:3:lowdin_charge:R:1 method="wB97M-V/def2-TZVPD" lumo_ev=1.535 gap_ev=6.4 total_charge=-1 multiplicity=1 e_tot_ha=-5945.60136
C -1.984 -1.060 -4.843 -0.1187
C -0.603 -1.670 -4.624 -0.2563
C 0.235 -1.708 -5.904 -0.2190
C 1.596 -2.377 -5.719 -0.1757
N 2.772 -1.457 -5.713 -0.1918
C 3.989 -2.222 -5.341 -0.2702
C 4.480 -3.218 -6.395 -0.2101
C 4.006 -4.678 -6.334 -0.3297
C 4.336 -5.393 -5.009 -0.3292
In 2.675 -5.438 -3.519 0.5034
C 2.968 -7.005 -1.952 -0.3383
C 3.414 -6.525 -0.557 -0.4144
C 2.395 -5.547 0.004 -0.6067
Br 2.957 -4.749 1.715 0.6572
C 2.562 -0.332 -4.867 -1.0632
S 1.895 1.062 -5.422 0.6706
S 3.134 -0.629 -3.249 0.9774
C 2.536 0.734 -2.237 -0.4846
C 1.336 0.327 -1.387 -0.3060
C 1.515 -1.004 -0.637 -0.1149
H -2.515 -0.870 -3.908 0.0649
H -2.618 -1.721 -5.443 0.0751
H -1.900 -0.111 -5.387 0.0623
H -0.068 -1.111 -3.843 0.0863
H -0.693 -2.698 -4.252 0.1152
H 0.364 -0.698 -6.297 0.0421
H -0.327 -2.270 -6.662 0.1143
H 1.603 -2.951 -4.784 0.0639
H 1.780 -3.075 -6.533 0.1070
H 4.776 -1.475 -5.197 0.0907
H 3.849 -2.737 -4.382 0.0401
H 4.300 -2.797 -7.394 0.1080
H 5.572 -3.252 -6.269 0.1016
H 2.934 -4.764 -6.535 0.0651
H 4.501 -5.174 -7.184 0.0929
H 4.506 -6.457 -5.229 0.0152
H 5.278 -5.018 -4.589 0.0261
H 2.609 -3.848 -2.690 -0.0675
H 1.148 -5.642 -4.404 -0.1049
H 2.015 -7.542 -1.838 0.0204
H 3.696 -7.740 -2.319 0.0197
H 4.403 -6.053 -0.595 0.0912
H 3.491 -7.370 0.145 0.0885
H 2.219 -4.703 -0.660 -0.0098
H 1.453 -6.041 0.241 0.0588
H 2.334 1.595 -2.874 0.0265
H 3.387 0.985 -1.592 0.0753
H 1.160 1.123 -0.655 0.0836
H 0.443 0.293 -2.022 0.0957
H 2.559 -1.330 -0.634 0.0587
H 0.935 -1.814 -1.086 0.0717
H 1.191 -0.896 0.401 0.0354
C -1.166 1.241 3.463 0.0023
C -0.982 1.690 2.036 -0.5330
O -0.472 0.933 1.221 0.0278
N -1.399 2.935 1.703 0.0157
C -2.037 3.919 2.562 -0.0677
H -0.760 0.238 3.537 0.0578
H -0.632 1.887 4.161 0.0788
H -2.221 1.228 3.740 0.0896
H -1.241 3.171 0.737 0.1359
H -3.025 4.183 2.189 0.0599
H -1.430 4.825 2.619 0.0827
H -2.145 3.529 3.569 0.0685
C -5.628 1.637 -6.580 -0.0141
C -4.786 1.304 -5.367 -0.5551
O -4.955 0.287 -4.721 0.0349
N -3.802 2.182 -5.028 0.0086
C -3.436 3.420 -5.678 -0.0820
H -6.348 0.835 -6.709 0.0794
H -6.159 2.580 -6.447 0.0790
H -5.012 1.715 -7.477 0.0823
H -3.264 1.888 -4.227 0.1375
H -2.408 3.385 -6.044 0.0848
H -3.528 4.269 -4.998 0.0797
H -4.089 3.598 -6.528 0.0672
C 4.439 1.354 -8.295 -0.0208
C 5.570 1.143 -9.273 -0.5517
O 5.628 1.720 -10.347 0.0159
N 6.547 0.268 -8.907 0.0058
C 6.640 -0.512 -7.690 -0.0768
H 3.735 2.059 -8.723 0.0808
H 3.917 0.420 -8.079 0.0740
H 4.808 1.750 -7.348 0.0822
H 7.275 0.167 -9.595 0.1330
H 7.545 -0.266 -7.130 0.0837
H 6.647 -1.581 -7.904 0.0770
H 5.785 -0.308 -7.055 0.0596
C 1.174 -1.899 3.123 -0.0297
C 1.349 -1.696 4.610 -0.5412
O 1.418 -0.579 5.102 0.0123
N 1.443 -2.808 5.389 0.0063
C 1.405 -4.192 4.968 -0.1013
H 1.116 -0.924 2.647 0.0604
H 2.015 -2.451 2.697 0.0043
H 0.260 -2.452 2.903 0.0984
H 1.566 -2.609 6.369 0.1301
H 0.574 -4.726 5.432 0.0795
H 2.332 -4.709 5.223 0.0799
H 1.282 -4.244 3.891 0.0064
C -6.507 6.702 1.656 -0.0118
C -5.360 6.503 2.621 -0.5461
O -5.003 5.396 2.978 0.0349
N -4.726 7.617 3.082 0.0074
C -5.002 9.001 2.769 -0.0843
H -6.890 5.721 1.393 0.0824
H -7.307 7.291 2.108 0.0815
H -6.178 7.213 0.751 0.0826
H -3.972 7.413 3.719 0.1415
H -4.139 9.482 2.306 0.0824
H -5.268 9.565 3.665 0.0814
H -5.834 9.063 2.073 0.0681
C -2.219 2.664 8.345 -0.0143
C -1.118 2.892 7.337 -0.5553
O -1.201 3.742 6.460 0.0074
N -0.020 2.107 7.430 0.0193
C 0.265 1.049 8.378 -0.0679
H -3.021 3.362 8.122 0.0792
H -2.598 1.643 8.283 0.0819
H -1.864 2.819 9.363 0.0717
H 0.672 2.292 6.720 0.1380
H 1.174 1.278 8.938 0.0831
H 0.419 0.108 7.848 0.0727
H -0.549 0.928 9.088 0.0490
C -3.632 1.756 12.491 -0.0075
C -3.103 0.587 11.691 -0.5390
O -2.128 0.694 10.967 0.0260
N -3.760 -0.598 11.802 0.0092
C -4.927 -0.906 12.599 -0.0803
H -2.998 2.612 12.284 0.0814
H -4.658 1.994 12.208 0.0846
H -3.613 1.545 13.560 0.0829
H -3.360 -1.333 11.241 0.1407
H -4.714 -1.692 13.325 0.0826
H -5.758 -1.234 11.973 0.0836
H -5.246 -0.022 13.143 0.0689